Entry 1:
C3H13NO3 | ωB97M-V with the def2-TZVPD basis set

## Properties
LUMO energy (eV): 0.495
ΔE to the lowest compared entry with this formula, charge and spin (kcal per mole): 36.8
E_tot (eV): -10953.1773
Structure (SMILES): CCNCO.O.O
Highest occupied orbital energy (eV): -9.3

XYZ file:
```
20
C3H13NO3 ωB97M-V with the def2-TZVPD basis set
C 2.571 -0.215 -0.937
C 2.343 -1.689 -0.610
N 0.935 -2.088 -0.835
C -0.343 -1.589 -0.484
O -0.651 -0.216 -0.733
H 3.638 -0.003 -0.837
H 2.128 0.414 -0.155
H 2.059 0.170 -1.816
H 2.986 -2.339 -1.194
H 2.569 -1.833 0.449
H 0.939 -2.020 -1.854
H -0.542 -1.766 0.583
H -1.034 -2.258 -0.997
H -1.523 -0.001 -0.391
O -3.827 1.311 -1.187
H -4.120 2.005 -1.785
H -2.975 1.036 -1.531
O 0.100 3.235 4.206
H -0.009 2.320 4.496
H -0.657 3.293 3.607
```

Atomic partial charges in e from the Löwdin method, atoms 1 to 8:
1 C -0.11
2 C -0.25
3 N -0.06
4 C -0.32
5 O -0.07
6 H 0.07
7 H 0.07
8 H 0.07

---

Entry 2:
C3H13NO3 | ωB97M-V with the def2-TZVPD basis set

## Properties
Charge: +1
LUMO energy (spin up / spin down) (eV): -3.577 / -9.188
ΔE to the lowest compared entry with this formula, charge and spin (kcal per mole): 46.4
E_tot (eV): -10944.7896
2S+1: 2
Highest occupied orbital energy (spin up / spin down) (eV): -14.3 / -14.3

XYZ file:
```
20
C3H13NO3 ωB97M-V with the def2-TZVPD basis set
C -0.406 0.021 -0.810
O -0.896 0.773 -1.893
C 1.113 0.344 -0.629
C 1.864 -0.660 0.259
N 1.142 1.664 -0.102
H -0.472 -1.045 -1.037
H -0.969 0.218 0.102
H -0.732 0.312 -2.722
H 1.557 0.296 -1.642
H 2.915 -0.377 0.357
H 1.372 -0.658 1.221
H 1.767 -1.668 -0.134
H 2.030 2.177 -0.161
H 0.416 2.252 -0.546
H -0.354 -3.541 2.458
H -0.023 -2.133 2.959
O -0.716 -2.649 2.535
H -2.826 2.008 -0.584
H -3.186 1.048 0.512
O -3.597 1.618 -0.146
```

Atomic partial charges in e from the Löwdin method, atoms 1 to 8:
1 C -0.20
2 O -0.03
3 C -0.34
4 C 0.00
5 N 0.35
6 H 0.14
7 H 0.13
8 H 0.12

---

Entry 3:
C3H13NO3S | ωB97M-V with the def2-TZVPD basis set

## Properties
LUMO energy (eV): -4.330
ΔE to the lowest compared entry with this formula, charge and spin (kcal per mole): 262.2
E_tot (eV): -21778.6086
Highest occupied orbital energy (eV): -8.7

XYZ file:
```
21
C3H13NO3S ωB97M-V with the def2-TZVPD basis set
C 0.716 -0.888 -0.108
C -0.759 -1.332 -0.228
S -1.658 -0.602 -1.568
N 1.279 -1.639 0.916
C 0.671 2.793 -1.196
O 1.607 1.878 -0.088
H 0.622 0.202 0.041
H 1.270 -0.924 -1.056
H -0.764 -2.428 -0.324
H -1.284 -1.096 0.698
H 1.820 2.447 -1.081
H 0.629 -2.352 1.377
H 0.313 2.428 -2.143
H 0.027 2.428 -0.391
H 0.594 3.872 -1.144
H -2.080 1.065 -0.422
H -2.563 1.128 1.002
O -2.077 1.671 0.367
H -0.120 -3.802 2.432
H 2.276 -1.735 1.034
O -0.520 -3.115 1.884
```

Atomic partial charges in e from the Löwdin method, atoms 1 to 8:
1 C -0.29
2 C -0.62
3 S 0.73
4 N 0.15
5 C -0.04
6 O -0.21
7 H 0.10
8 H 0.13

---

Entry 4:
C3H13NO3S | ωB97M-V with the def2-TZVPD basis set

## Properties
LUMO energy (eV): 0.249
ΔE to the lowest compared entry with this formula, charge and spin (kcal per mole): 71.0
E_tot (eV): -21786.8985
Structure (SMILES): OCNCCS.O.O
Highest occupied orbital energy (eV): -8.9

XYZ file:
```
21
C3H13NO3S ωB97M-V with the def2-TZVPD basis set
O 2.648 -1.391 0.262
C 2.243 -1.880 1.458
N 1.072 -1.187 1.947
C 0.011 -1.218 0.826
C -0.568 0.175 0.731
S -2.053 -0.132 -0.262
H 2.032 -1.368 -0.382
H 1.855 -2.916 1.293
H 3.122 -1.620 2.073
H 1.296 -0.201 2.255
H 0.400 -1.459 -0.259
H -0.989 -1.777 1.166
H -1.166 0.498 1.714
H 0.051 1.067 0.428
H -1.835 0.798 -1.317
O 1.705 2.621 -0.477
H 0.837 2.079 -0.709
H 1.455 3.477 -0.781
O -2.603 1.874 -3.088
H -3.350 2.236 -2.634
H -2.485 2.316 -3.950
```

Atomic partial charges in e from the Löwdin method, atoms 1 to 8:
1 O -0.03
2 C -0.35
3 N -0.06
4 C -0.32
5 C -0.60
6 S 0.69
7 H 0.00
8 H 0.13

---

Entry 5:
C3H13NO4 | ωB97M-V with the def2-TZVPD basis set

## Properties
LUMO energy (eV): 0.599
ΔE to the lowest compared entry with this formula, charge and spin (kcal per mole): 62.1
E_tot (eV): -13000.4729
Structure (SMILES): CN(C)C=O.O.O.O
Highest occupied orbital energy (eV): -9.6

XYZ file:
```
21
C3H13NO4 ωB97M-V with the def2-TZVPD basis set
C 0.370 -0.423 -0.746
N 1.387 -0.735 0.280
C 2.044 -2.061 -0.006
C 1.279 -0.094 1.472
O 0.422 0.698 1.734
H -0.153 -1.444 -0.889
H 0.978 -0.169 -1.680
H -0.299 0.434 -0.363
H 2.651 -2.607 0.827
H 2.791 -1.752 -0.578
H 1.358 -2.816 -0.458
H 2.052 -0.382 2.137
O -2.776 0.126 0.539
H -3.407 0.011 1.214
H -1.960 0.503 1.029
O -1.909 0.933 -1.836
H -2.465 1.591 -2.194
H -2.638 0.313 -1.520
O 0.172 2.904 0.573
H 0.528 2.036 0.615
H -0.423 2.933 -0.150
```

Atomic partial charges in e from the Löwdin method, atoms 1 to 8:
1 C -0.06
2 N -0.18
3 C -0.04
4 C -0.33
5 O 0.00
6 H 0.11
7 H 0.12
8 H 0.06

---

Entry 6:
C3H13NO4 | ωB97M-V with the def2-TZVPD basis set

## Properties
LUMO energy (eV): 0.702
ΔE to the lowest compared entry with this formula, charge and spin (kcal per mole): 47.5
E_tot (eV): -13001.1035
Structure (SMILES): NCCC=O.O.O.O
Highest occupied orbital energy (eV): -9.7

XYZ file:
```
21
C3H13NO4 ωB97M-V with the def2-TZVPD basis set
N 1.998 1.645 -1.495
C 1.597 1.540 -0.100
C 0.193 0.958 0.058
C -0.346 1.246 1.426
O -0.788 0.393 2.150
H 2.499 2.503 -1.674
H 2.569 0.857 -1.775
H 2.345 1.024 0.518
H 1.582 2.533 0.332
H 0.195 -0.097 -0.216
H -0.446 1.460 -0.662
H -0.189 2.296 1.744
O -3.096 -1.642 1.426
H -3.765 -2.202 1.836
H -2.250 -2.046 1.641
O 1.112 -1.174 3.560
H 0.738 -0.553 4.182
H 0.951 -0.928 2.652
O -1.300 -2.854 -5.175
H -1.618 -2.173 -4.567
H -1.981 -2.788 -5.862
```

Atomic partial charges in e from the Löwdin method, atoms 1 to 8:
1 N 0.00
2 C -0.30
3 C -0.16
4 C -0.26
5 O 0.04
6 H 0.06
7 H 0.07
8 H 0.12

---

Entry 7:
C3H13NO4 | ωB97M-V with the def2-TZVPD basis set

## Properties
LUMO energy (eV): 0.296
ΔE to the lowest compared entry with this formula, charge and spin (kcal per mole): 82.7
E_tot (eV): -12999.5789
Structure (SMILES): CNCC=O.O.O.O
Highest occupied orbital energy (eV): -9.7

XYZ file:
```
21
C3H13NO4 ωB97M-V with the def2-TZVPD basis set
C 2.663 -0.281 -0.294
N 1.999 -1.008 0.852
C 0.713 -0.447 1.195
C -0.019 -1.191 2.193
O -1.196 -0.799 2.181
H 2.010 -0.029 -1.141
H 3.348 0.588 0.048
H 3.381 -0.963 -0.838
H 1.911 -1.982 0.445
H 0.148 -0.195 0.212
H 1.175 0.640 1.631
H 0.311 -2.020 2.885
O -2.627 0.653 -0.305
H -2.666 1.629 -0.402
H -2.630 0.506 0.582
O -0.407 2.125 -1.087
H -0.387 1.301 -0.506
H -0.350 1.721 -1.942
O -0.690 0.267 -3.221
H -0.846 -0.166 -2.359
H -0.175 -0.432 -3.690
```

Atomic partial charges in e from the Löwdin method, atoms 1 to 8:
1 C -0.14
2 N -0.16
3 C -0.26
4 C -0.21
5 O 0.01
6 H 0.06
7 H 0.10
8 H 0.08

---

Entry 8:
C3H13NO4S | ωB97M-V with the def2-TZVPD basis set

## Properties
LUMO energy (eV): 0.407
ΔE to the lowest compared entry with this formula, charge and spin (kcal per mole): 12.9
E_tot (eV): -23835.9132
Structure (SMILES): O=CNCCS.O.O.O
Highest occupied orbital energy (eV): -9.7

XYZ file:
```
22
C3H13NO4S ωB97M-V with the def2-TZVPD basis set
O 2.099 0.095 0.853
C 1.357 1.073 0.951
N 0.236 1.008 0.215
C -0.632 2.163 0.430
C -2.147 1.609 0.275
S -2.321 0.436 -1.063
H 1.510 2.061 1.455
H -0.273 0.310 -0.290
H -0.528 3.080 -0.201
H -0.384 2.452 1.509
H -2.928 2.424 0.198
H -2.367 0.918 1.218
H -2.535 1.268 -2.059
O 1.459 -0.692 -2.817
H 1.544 -0.675 -1.804
H 1.929 -1.444 -3.146
O 0.346 -2.067 2.917
H 0.092 -1.501 2.205
H 0.353 -1.496 3.720
O 1.577 -2.927 -0.594
H 1.422 -3.342 0.312
H 2.336 -2.434 -0.417
```

Atomic partial charges in e from the Löwdin method, atoms 1 to 8:
1 O -0.01
2 C -0.34
3 N -0.02
4 C -0.25
5 C -0.54
6 S 0.76
7 H 0.15
8 H 0.03

---

Entry 9:
C3H13O3S | ωB97M-V with the def2-TZVPD basis set

## Properties
Charge: -1
LUMO energy (eV): 3.812
ΔE to the lowest compared entry with this formula, charge and spin (kcal per mole): 14.0
E_tot (eV): -20301.1063
Highest occupied orbital energy (eV): -3.6

XYZ file:
```
20
C3H13O3S ωB97M-V with the def2-TZVPD basis set
C -1.749 -0.113 1.210
C -2.313 0.573 -0.037
C -1.263 1.358 -0.898
S 0.182 0.414 -1.491
H -1.544 -1.151 0.935
H -0.878 0.343 1.694
H -2.521 -0.117 1.989
H -3.238 1.134 0.145
H -2.545 -0.133 -0.843
H -1.767 1.640 -1.839
H -1.030 2.325 -0.452
H 4.069 1.592 0.859
H 4.381 0.213 0.494
O 4.789 0.962 0.965
H -0.251 -1.552 -1.000
H -1.216 -2.705 -1.053
O -0.284 -2.567 -0.856
H 2.693 -1.475 0.090
H 1.841 -0.212 -0.197
O 2.645 -0.531 0.287
```

Atomic partial charges in e from the Löwdin method, atoms 1 to 8:
1 C -0.14
2 C -0.34
3 C -0.70
4 S 0.41
5 H 0.05
6 H 0.07
7 H 0.05
8 H 0.08

---

Entry 10:
C3H13O3S | ωB97M-V with the def2-TZVPD basis set

## Properties
Charge: -1
LUMO energy (eV): 3.464
ΔE to the lowest compared entry with this formula, charge and spin (kcal per mole): 31.9
E_tot (eV): -20300.3296
Highest occupied orbital energy (eV): -3.0

XYZ file:
```
20
C3H13O3S ωB97M-V with the def2-TZVPD basis set
C 1.618 2.454 -1.635
C 1.549 2.211 -0.133
C 0.842 0.816 0.294
S 1.391 -0.741 -0.286
H 0.540 2.594 -1.881
H 2.325 3.205 -2.001
H 1.861 1.469 -2.109
H 0.962 3.019 0.501
H 2.603 2.164 0.246
H 0.698 0.835 1.408
H -0.198 0.928 -0.087
H -5.106 -0.303 2.174
H -3.810 -1.160 2.046
O -4.611 -1.044 2.529
H 1.434 -3.867 -2.046
H 1.144 -3.392 -0.603
O 0.983 -4.146 -1.311
H -1.320 -2.350 1.354
H -1.128 -1.081 0.590
O -1.778 -1.612 0.949
```

Atomic partial charges in e from the Löwdin method, atoms 1 to 8:
1 C -0.18
2 C -0.35
3 C -0.86
4 S 0.25
5 H 0.07
6 H 0.05
7 H 0.04
8 H 0.11